(1)
Density functional theory data (ωB97M-V/def2-TZVPD) for a molecular structure, C35H57BN6SiSn.

Properties
Energy above the lowest of the compared OMol25 structures with the same formula, charge and spin (kcal per mole): 2.9
HOMO energy (eV): -14.06
F_max (eV Å⁻¹): 0.23

Structure (ORCA input):
```
! wB97M-V def2-TZVPD RIJCOSX def2/J DEFGRID3
* xyz 2 1
Sn -0.682 0.989 -1.853
C -3.679 2.312 -3.293
C -3.239 3.455 -2.374
C -2.033 4.209 -2.942
C -2.996 2.998 -0.964
C -3.584 3.466 0.199
C -3.043 2.729 1.243
C -3.475 2.874 2.677
C -2.356 3.214 3.660
C -4.312 1.674 3.125
N -2.164 1.847 0.723
N -2.141 2.017 -0.641
B -1.187 0.839 1.398
N 0.277 1.308 1.128
N 0.658 1.404 -0.177
C 1.917 1.873 -0.217
C 2.365 2.043 1.083
C 1.299 1.691 1.911
C 1.267 1.751 3.408
C 2.410 0.922 4.002
C 1.370 3.208 3.872
C 2.597 2.209 -1.512
C 4.096 1.928 -1.449
C 2.316 3.669 -1.886
N -1.354 -0.579 0.759
N -1.391 -0.727 -0.605
C -1.578 -2.028 -0.871
C -1.637 -2.725 0.329
C -1.492 -1.787 1.340
C -1.413 -2.138 2.803
C -2.507 -1.549 3.696
C -0.019 -1.852 3.364
C -1.711 -2.662 -2.229
C -0.427 -3.420 -2.580
C -2.133 -1.731 -3.361
H -4.079 2.716 -4.222
H -4.453 1.700 -2.828
H -2.842 1.663 -3.572
H -4.070 4.160 -2.308
H -1.166 3.550 -3.052
H -1.746 5.043 -2.301
H -2.263 4.601 -3.932
H -4.331 4.237 0.283
H -4.141 3.739 2.657
H -1.702 2.366 3.855
H -2.794 3.516 4.611
H -1.752 4.046 3.293
H -3.716 0.765 3.142
H -5.157 1.515 2.455
H -4.702 1.844 4.128
H -1.402 0.771 2.558
H 3.328 2.407 1.400
H 0.314 1.344 3.747
H 3.375 1.347 3.723
H 2.385 -0.114 3.661
H 2.348 0.927 5.089
H 2.331 3.636 3.581
H 1.295 3.262 4.958
H 0.582 3.824 3.442
H 2.161 1.577 -2.295
H 4.582 2.572 -0.715
H 4.561 2.125 -2.415
H 4.302 0.892 -1.170
H 2.727 4.340 -1.130
H 1.244 3.864 -1.959
H 2.774 3.913 -2.845
H -1.805 -3.781 0.460
H -1.554 -3.221 2.809
H -2.288 -0.522 3.976
H -2.566 -2.131 4.615
H -3.485 -1.583 3.215
H 0.166 -0.779 3.398
H 0.761 -2.317 2.756
H 0.066 -2.240 4.379
H -2.501 -3.408 -2.110
H 0.361 -2.681 -2.794
H -0.540 -4.010 -3.490
H -0.102 -4.082 -1.776
H -1.319 -1.077 -3.685
H -2.988 -1.115 -3.078
H -2.425 -2.321 -4.229
C 2.777 -1.492 -3.265
Si 2.620 -2.650 -1.846
C 2.064 -2.039 -0.211
C 3.181 -4.338 -2.038
C 3.708 -4.773 -3.267
C 4.139 -6.077 -3.416
C 4.038 -6.961 -2.346
C 3.511 -6.551 -1.126
C 3.085 -5.247 -0.968
H 3.810 -1.503 -3.625
H 2.525 -0.471 -2.982
H 2.142 -1.796 -4.098
H 2.198 -0.958 -0.115
H 2.580 -2.545 0.605
H 0.990 -2.247 -0.111
H 3.787 -4.088 -4.103
H 4.553 -6.411 -4.357
H 4.376 -7.982 -2.465
H 3.441 -7.251 -0.304
H 2.681 -4.931 -0.014
*
```

(2)
Density functional theory data (ωB97M-V/def2-TZVPD) for 2 unconnected molecules or ions with the total composition C19H25N8O4P at a distorted geometry.

Properties
HOMO energy (eV): -7.41
F_max (eV Å⁻¹): 3.28

Structure (ORCA input):
```
! wB97M-V def2-TZVPD RIJCOSX def2/J DEFGRID3
* xyz 0 1
C 3.300 -0.093 11.329
C 3.696 -1.530 11.622
C 4.899 -1.871 10.741
C 4.119 -1.641 13.083
N 2.559 -2.422 11.331
P 2.623 -3.574 10.147
H 1.657 -2.173 8.794
N 1.188 -4.246 10.627
C 0.690 -5.531 10.106
C 0.438 -6.534 11.226
C 1.688 -6.138 9.123
C -0.614 -5.290 9.365
C 0.557 -3.546 11.676
C 1.379 -2.450 12.100
C 0.912 -1.539 13.029
C -0.353 -1.727 13.610
C -1.172 -2.825 13.196
C -0.705 -3.706 12.206
H 2.412 0.204 11.889
H 4.135 0.562 11.611
H 3.116 0.042 10.256
H 5.227 -2.908 10.882
H 4.677 -1.715 9.673
H 5.726 -1.184 10.997
H 4.420 -2.663 13.327
H 4.973 -0.973 13.276
H 3.323 -1.356 13.773
H -0.344 -6.221 11.918
H 0.119 -7.496 10.799
H 1.343 -6.715 11.812
H 1.855 -5.490 8.251
H 2.651 -6.355 9.593
H 1.265 -7.084 8.750
H -0.502 -4.460 8.663
H -0.874 -6.184 8.784
H -1.439 -5.045 10.048
H 1.556 -0.714 13.404
H -0.741 -1.014 14.337
H -2.172 -2.929 13.620
H -1.331 -4.584 11.948
O -2.123 1.909 6.766
N -0.889 1.839 6.701
O -0.171 2.818 6.373
C -0.174 0.603 7.023
C 1.216 0.584 7.079
C 1.914 -0.544 7.405
N 3.336 -0.589 7.497
O 3.965 0.486 7.405
O 3.889 -1.700 7.649
C 1.308 -1.899 7.684
N -0.161 -1.749 7.589
N -1.009 -2.780 7.726
N -2.218 -2.293 7.606
N -2.184 -0.975 7.336
C -0.873 -0.625 7.305
H 1.782 1.475 6.824
H 1.658 -2.735 7.154
*
```

(3)
Density functional theory data (ωB97M-V/def2-TZVPD) for a single C4H2F2O molecule at a distorted geometry.

Properties
Energy above the lowest of the compared OMol25 structures with the same formula, charge and spin (kcal per mole): 15.7
HOMO energy (eV): -9.21
F_max (eV Å⁻¹): 5.22

Structure (ORCA input):
```
! wB97M-V def2-TZVPD RIJCOSX def2/J DEFGRID3
* xyz 0 1
F 0.738 1.855 -1.065
C 0.225 0.787 -0.517
C -0.115 -0.326 -1.191
O -0.471 -1.288 -0.344
C -0.242 -0.733 0.867
F -0.780 -1.381 1.957
C 0.212 0.478 0.857
H 0.232 -0.633 -2.182
H 0.201 1.241 1.618
*
```

(4)
Density functional theory data (ωB97M-V/def2-TZVPD) for a molecular structure, C23H34N8O3Sn.

Properties
Energy above the lowest of the compared OMol25 structures with the same formula, charge and spin (kcal per mole): 12.4
HOMO energy (eV): -7.50
F_max (eV Å⁻¹): 0.76

Structure (ORCA input):
```
! wB97M-V def2-TZVPD RIJCOSX def2/J DEFGRID3
* xyz 0 1
Sn -0.552 0.764 0.006
O 4.015 1.131 -1.222
C 2.810 1.167 -1.041
N 2.120 1.299 0.132
C 2.816 1.267 1.306
O 3.944 0.854 1.534
C 2.036 1.792 2.516
C 2.705 1.886 3.734
C 2.018 2.343 4.845
C 0.680 2.692 4.712
C 0.094 2.567 3.464
N 0.755 2.132 2.393
C 1.944 1.209 -2.302
C 2.588 1.482 -3.505
C 1.851 1.538 -4.674
C 0.482 1.318 -4.616
C -0.081 1.049 -3.384
N 0.629 0.993 -2.258
H 3.746 1.598 3.771
H 2.515 2.424 5.803
H 0.104 3.043 5.557
H -0.950 2.822 3.305
H 3.656 1.642 -3.485
H 2.335 1.751 -5.619
H -0.133 1.348 -5.505
H -1.147 0.864 -3.282
C -4.475 -0.305 -1.069
C -4.039 0.923 -0.264
C -4.631 0.844 1.147
C -4.543 2.194 -0.958
O -2.645 0.960 -0.177
H -5.562 -0.355 -1.169
H -4.124 -1.212 -0.571
H -4.030 -0.266 -2.066
H -5.722 0.795 1.124
H -4.329 1.724 1.720
H -4.246 -0.045 1.652
H -5.634 2.215 -1.018
H -4.134 2.246 -1.970
H -4.205 3.071 -0.400
N -0.775 3.966 -1.180
N -0.111 3.454 -0.023
H -0.949 4.960 -1.104
H -1.668 3.493 -1.251
H -0.449 3.866 0.840
H 0.882 3.625 -0.101
C 3.060 -3.892 1.401
C 2.622 -2.627 2.112
N 1.529 -1.993 1.389
C 0.780 -2.581 0.406
N -0.025 -1.821 -0.269
C -0.883 -2.425 -1.278
C -0.258 -3.666 -1.891
C 0.117 -4.617 -0.766
N 0.942 -3.923 0.209
C 1.819 -4.703 1.066
H 3.734 -4.470 2.033
H 3.580 -3.633 0.476
H 3.446 -1.917 2.191
H 2.295 -2.876 3.127
H 1.579 -0.994 1.274
H -1.078 -1.674 -2.050
H -1.852 -2.681 -0.832
H 0.644 -3.383 -2.439
H -0.946 -4.154 -2.582
H 0.694 -5.457 -1.155
H -0.787 -5.024 -0.296
H 2.088 -5.614 0.531
H 1.306 -5.001 1.990
*
```

(5)
Density functional theory data (ωB97M-V/def2-TZVPD) for a single C8H17NO4S molecule at a distorted geometry.

Properties
Energy above the lowest of the compared OMol25 structures with the same formula, charge and spin (kcal per mole): 32.4
HOMO energy (eV): -9.45
F_max (eV Å⁻¹): 3.98

Structure (ORCA input):
```
! wB97M-V def2-TZVPD RIJCOSX def2/J DEFGRID3
* xyz 0 1
C -2.858 2.645 1.113
C -2.631 1.879 0.068
C -1.823 0.660 0.200
C -0.792 0.234 -0.885
C 0.045 -1.046 -0.606
C -0.783 -2.105 0.272
C 0.549 -1.700 -1.935
C 1.203 -0.639 0.274
N 2.301 -1.488 0.313
O 0.732 -0.430 1.573
S 2.246 1.013 -0.219
O 3.329 0.716 -1.149
O 1.587 2.318 -0.459
O 2.879 1.316 1.339
H -3.702 3.250 0.978
H -2.391 2.681 2.096
H -3.147 1.973 -0.862
H -1.435 0.693 1.270
H -2.552 -0.144 0.335
H -1.398 0.117 -1.805
H -0.108 1.072 -0.925
H -1.089 -1.532 1.097
H -1.756 -2.300 -0.412
H -0.182 -2.965 0.561
H 1.526 -1.275 -2.117
H 0.826 -2.759 -1.746
H -0.201 -1.661 -2.733
H 2.899 -1.380 -0.424
H 2.788 -1.506 1.157
H 1.387 0.061 2.139
H 2.552 2.302 1.491
*
```

(6)
Density functional theory data (ωB97M-V/def2-TZVPD) for 2 unconnected molecules or ions with the total composition C2H3BrFNO2 at a distorted geometry.

Properties
Energy above the lowest of the compared OMol25 structures with the same formula, charge and spin (kcal per mole): 95.4
HOMO energy (spin up / spin down) (eV): -9.84 / -8.33
F_max (eV Å⁻¹): 4.73

Structure (ORCA input):
```
! wB97M-V def2-TZVPD RIJCOSX def2/J DEFGRID3
* xyz 0 1
C -0.187 0.180 1.172
C 1.008 -0.983 -1.372
N -0.456 -1.099 1.282
O -1.567 -1.433 0.958
O 0.488 -1.865 1.662
F 1.710 0.086 -1.841
Br 1.700 -2.402 -0.614
H 0.876 0.560 1.367
H -1.072 0.800 0.924
H -0.092 -0.883 -1.692
*
```

(7)
Density functional theory data (ωB97M-V/def2-TZVPD) for 2 unconnected molecules or ions with the total composition C5H15NSi at a distorted geometry.

Properties
Energy above the lowest of the compared OMol25 structures with the same formula, charge and spin (kcal per mole): 95.7
HOMO energy (spin up / spin down) (eV): -8.76 / -7.12
F_max (eV Å⁻¹): 3.78

Structure (ORCA input):
```
! wB97M-V def2-TZVPD RIJCOSX def2/J DEFGRID3
* xyz 0 1
C 1.516 -0.681 1.379
C 2.357 1.241 -0.027
C -1.853 -0.476 1.087
C -2.704 -0.129 -1.871
C 2.129 -0.204 0.033
N 1.139 -0.737 -0.873
Si -1.603 0.448 -0.504
H 1.007 -1.612 1.116
H 2.259 -0.797 2.257
H 0.665 -0.064 1.653
H 1.414 1.761 0.121
H 2.909 1.553 -0.964
H 3.148 1.529 0.718
H -2.970 -0.607 1.455
H -1.250 -1.438 1.153
H -1.535 0.154 1.923
H -3.191 0.778 -2.219
H -2.389 -0.851 -2.685
H -3.500 -0.672 -1.380
H 2.986 -0.762 -0.200
H 1.144 -0.373 -1.894
H -1.680 1.938 -0.278
*
```

(8)
Density functional theory data (ωB97M-V/def2-TZVPD) for 2 unconnected molecules or ions with the total composition C2H4Cl3NOSi at a distorted geometry.

Properties
Energy above the lowest of the compared OMol25 structures with the same formula, charge and spin (kcal per mole): 65.7
HOMO energy (spin up / spin down) (eV): -9.04 / -8.83
F_max (eV Å⁻¹): 4.17

Structure (ORCA input):
```
! wB97M-V def2-TZVPD RIJCOSX def2/J DEFGRID3
* xyz 0 1
C 1.201 -0.641 0.107
C 0.682 0.176 1.156
N 1.597 0.052 -1.066
O 1.259 -1.873 0.130
Si -2.026 0.160 0.036
Cl -2.196 1.859 -1.140
Cl -2.321 -1.566 -0.939
Cl -3.253 0.442 1.739
H 0.785 1.184 1.047
H 0.472 -0.470 1.940
H 1.573 1.049 -1.232
H 2.227 -0.371 -1.778
*
```

(9)
Density functional theory data (ωB97M-V/def2-TZVPD) for a molecular structure, C5H8O at a distorted geometry.

Properties
Energy above the lowest of the compared OMol25 structures with the same formula, charge and spin (kcal per mole): 64.1
HOMO energy (eV): -9.66
F_max (eV Å⁻¹): 4.75

Structure (ORCA input):
```
! wB97M-V def2-TZVPD RIJCOSX def2/J DEFGRID3
* xyz 0 1
C -1.264 0.721 0.700
C -1.686 0.627 -0.592
C -0.097 -0.191 0.344
C -0.652 -0.301 -1.036
C 1.308 0.360 0.479
O -1.148 -1.780 -1.326
H -1.483 1.487 1.395
H -2.573 1.092 -1.065
H -0.166 -1.184 0.891
H -0.080 -0.170 -1.929
H 1.736 0.817 -0.422
H 2.024 -0.386 0.903
H 1.256 1.132 1.204
H -1.458 -2.213 -0.524
*
```

(10)
Density functional theory data (ωB97M-V/def2-TZVPD) for 8 unconnected molecules or ions with the total composition C38H53N2O24 at a distorted geometry.

Properties
HOMO energy (eV): -10.56
F_max (eV Å⁻¹): 1.12

Structure (ORCA input):
```
! wB97M-V def2-TZVPD RIJCOSX def2/J DEFGRID3
* xyz 1 1
C 1.214 3.536 3.589
C 1.448 2.636 2.416
O 2.192 2.865 1.498
O 0.739 1.452 2.443
C 0.047 1.172 1.240
N 0.846 0.209 0.447
C 1.086 -1.069 1.193
C 1.934 -2.028 0.336
C 2.060 -3.378 1.017
C 2.828 -4.389 0.190
C 2.377 -5.701 0.119
C 3.054 -6.646 -0.639
C 4.194 -6.281 -1.340
C 4.668 -4.977 -1.258
C 3.988 -4.039 -0.494
O 1.383 -2.221 -0.959
C 1.217 -0.979 -1.599
C 0.151 -0.182 -0.844
N -0.272 1.008 -1.508
C -1.303 0.935 -2.257
C -1.810 2.201 -2.895
C -2.045 -0.334 -2.586
H 0.418 3.146 4.222
H 0.953 4.532 3.236
H 2.118 3.595 4.195
H -0.086 2.101 0.694
H -0.897 0.714 1.514
H 1.739 0.664 0.233
H 1.654 -0.850 2.095
H 0.126 -1.530 1.428
H 2.918 -1.544 0.220
H 2.495 -3.262 2.012
H 1.039 -3.756 1.129
H 1.482 -5.995 0.657
H 2.699 -7.668 -0.685
H 4.737 -6.989 -1.953
H 5.570 -4.682 -1.776
H 4.388 -3.031 -0.466
H 0.975 -1.089 -2.652
H 2.170 -0.429 -1.534
H -0.660 -0.839 -0.515
H -1.238 2.355 -3.814
H -1.658 3.056 -2.243
H -2.857 2.073 -3.162
H -2.627 -0.184 -3.493
H -1.386 -1.186 -2.752
H -2.729 -0.603 -1.774
C -3.314 0.325 4.255
C -4.422 0.948 3.428
O -4.072 0.501 2.100
C -3.344 -0.621 2.209
O -3.016 -1.305 1.281
O -2.982 -0.850 3.482
H -3.629 0.041 5.254
H -2.435 0.954 4.323
H -5.411 0.572 3.678
H -4.436 2.028 3.473
C 7.169 -3.904 -5.564
C 8.670 -3.820 -5.380
O 8.778 -3.336 -4.031
C 7.650 -3.663 -3.370
O 7.496 -3.558 -2.194
O 6.712 -4.133 -4.224
H 6.858 -4.716 -6.215
H 6.737 -2.968 -5.925
H 9.156 -4.792 -5.447
H 9.152 -3.134 -6.069
C -2.230 7.349 -4.690
C -1.089 6.377 -4.460
O -1.786 5.151 -4.209
C -3.015 5.234 -4.778
O -3.764 4.319 -4.883
O -3.259 6.493 -5.198
H -1.999 8.129 -5.410
H -2.582 7.807 -3.764
H -0.463 6.250 -5.345
H -0.462 6.636 -3.611
C -0.556 -0.096 9.000
C -0.086 -1.108 7.974
O -0.647 -0.586 6.760
C -0.855 0.737 6.926
O -1.161 1.483 6.048
O -0.679 1.096 8.211
H 0.148 0.061 9.812
H -1.535 -0.342 9.414
H 1.000 -1.130 7.875
H -0.451 -2.115 8.155
C -8.288 4.399 1.649
C -8.188 2.968 1.166
O -7.173 2.430 2.039
C -7.152 3.173 3.161
O -6.540 2.880 4.144
O -7.901 4.281 3.028
H -9.292 4.808 1.573
H -7.584 5.067 1.149
H -9.121 2.431 1.325
H -7.878 2.881 0.128
C -10.960 1.290 4.693
C -11.833 0.211 4.080
O -12.195 0.794 2.821
C -11.266 1.709 2.495
O -11.178 2.253 1.439
O -10.425 1.935 3.530
H -10.156 0.903 5.313
H -11.535 2.021 5.263
H -11.285 -0.713 3.891
H -12.723 -0.012 4.661
C 12.316 -1.484 -7.046
C 13.496 -2.355 -6.661
O 12.871 -3.623 -6.436
C 11.715 -3.661 -7.131
O 11.047 -4.631 -7.284
O 11.415 -2.435 -7.625
H 12.562 -0.711 -7.768
H 11.835 -1.028 -6.179
H 14.220 -2.461 -7.470
H 14.007 -2.022 -5.763
*
```

> Number 1 is which compound?

C35H57BN6SiSn